No. 1
DFT (ωB97M-V/def2-TZVPD) results for a cluster of 10 separate species, C38H56O30 in total at a distorted geometry.

Cartesian coordinates (Å):
C: -4.1036 4.8542 2.9705
C: -2.8805 5.4939 3.6054
C: -1.8248 4.4697 3.9762
O: -0.6636 5.1277 3.5016
C: -0.9357 6.2990 2.8483
O: -0.1728 7.0929 2.3709
O: -2.2534 6.4984 2.8205
H: -4.5593 4.1655 3.6819
H: -3.9361 4.2626 2.0705
H: -4.9434 5.5150 2.7555
H: -3.2278 6.1672 4.3891
H: -2.0406 3.5610 3.4143
H: -1.7700 4.0766 4.9914
C: -6.6216 -0.7206 -0.1486
C: -7.3893 0.3620 -0.8691
C: -6.5919 1.0734 -2.0382
O: -7.6294 1.0152 -3.0393
C: -8.6825 0.2104 -2.7460
O: -9.7199 0.2369 -3.3658
O: -8.4758 -0.2903 -1.5323
H: -6.0445 -0.2989 0.6743
H: -6.1012 -1.4386 -0.7825
H: -7.3588 -1.3498 0.3501
H: -7.7322 1.1356 -0.1821
H: -5.7736 0.4789 -2.4443
H: -6.2152 2.0922 -1.9475
C: 1.7634 -7.5301 6.6331
C: 2.1768 -6.0661 6.9657
C: 3.6126 -5.6582 6.5225
O: 3.4014 -4.5800 5.6414
C: 2.1719 -4.3076 5.5143
O: 1.7958 -3.3177 4.8320
O: 1.4650 -5.1998 6.1325
H: 0.6901 -7.6816 6.7480
H: 2.2204 -8.2611 7.3002
H: 2.0816 -7.8178 5.6310
H: 1.9872 -5.8390 8.0147
H: 4.2213 -6.4615 6.1075
H: 4.0706 -5.2615 7.4285
C: -0.1385 2.3234 -7.8457
C: -1.3407 2.0165 -6.7825
C: -2.7329 1.5029 -7.2750
O: -2.8275 0.3168 -6.5322
C: -1.7903 -0.0350 -5.8484
O: -1.7267 -1.0091 -5.0585
O: -0.9548 0.9058 -6.0471
H: 0.1683 1.4853 -8.4713
H: 0.7757 2.6177 -7.3302
H: -0.3613 3.0499 -8.6271
H: -1.4589 2.7829 -6.0166
H: -2.7415 1.3026 -8.3464
H: -3.5387 2.1895 -7.0152
C: 4.4494 0.7490 -4.3655
C: 5.5015 1.1140 -5.4350
C: 6.3612 0.0051 -6.0585
O: 6.0220 0.1903 -7.4336
C: 5.3616 1.2219 -7.6747
O: 5.2650 1.6768 -8.8139
O: 4.9443 1.7065 -6.5418
H: 3.8276 1.5970 -4.0785
H: 4.9798 0.3296 -3.5105
H: 3.7955 -0.0381 -4.7410
H: 6.2049 1.8891 -5.1308
H: 6.0613 -0.9586 -5.6468
H: 7.4363 0.1839 -6.0407
C: 3.5076 -7.4568 1.5238
C: 3.7555 -6.7563 0.1905
C: 2.6265 -6.2250 -0.5951
O: 2.8668 -4.8723 -0.6329
C: 3.9372 -4.5314 0.0378
O: 4.3199 -3.3804 0.1564
O: 4.5729 -5.6385 0.4930
H: 2.9588 -6.8258 2.2229
H: 4.5093 -7.6776 1.8926
H: 2.9678 -8.3991 1.4309
H: 4.2555 -7.4925 -0.4389
H: 1.7096 -6.3709 -0.0241
H: 2.4823 -6.4431 -1.6533
C: 5.3405 1.9819 2.5467
C: 5.4702 2.4373 1.0651
C: 5.0645 3.8473 0.8992
O: 5.9654 4.2910 -0.1154
C: 7.0818 3.5777 -0.0793
O: 8.1924 3.7550 -0.6531
O: 6.8004 2.4275 0.6627
H: 5.2371 0.9058 2.6859
H: 4.3762 2.4301 2.7863
H: 6.1156 2.4494 3.1539
H: 4.9432 1.7715 0.3817
H: 4.9819 4.5727 1.7086
H: 4.1210 3.8993 0.3559
C: -5.0430 -7.1453 5.8688
C: -5.2831 -5.9431 4.8619
C: -4.1588 -4.9791 4.8846
O: -3.6702 -4.8389 3.5489
C: -4.2819 -5.7063 2.8120
O: -3.9436 -5.9252 1.6989
O: -5.1779 -6.3989 3.5060
H: -4.1127 -7.6902 5.7086
H: -5.6836 -7.9823 5.5909
H: -5.2539 -7.0085 6.9294
H: -6.2874 -5.5394 4.9901
H: -3.3686 -5.3798 5.5195
H: -4.4901 -4.0143 5.2686
O: -1.4326 2.6302 -1.1844
C: -1.0672 1.6508 -0.6172
O: -1.8004 0.6489 -0.0812
C: -0.9635 -0.3387 0.4609
C: 0.3402 -0.0221 -0.2175
O: 0.2018 1.3673 -0.4878
H: -0.8609 -0.1463 1.5289
H: -1.2918 -1.3334 0.1595
H: 0.5225 -0.6918 -1.0579
H: 1.1334 -0.1103 0.5249
O: 1.0806 11.7621 -2.4646
C: 0.2440 10.8253 -2.3239
O: -1.0270 11.0028 -1.8432
C: -1.6567 9.7422 -1.7364
C: -0.7760 8.8399 -2.5931
O: 0.4289 9.5668 -2.7578
H: -1.6307 9.3723 -0.7114
H: -2.6732 9.7438 -2.1299
H: -1.2094 8.6875 -3.5816
H: -0.5209 7.8535 -2.2058

**ΔE to the lowest compared entry with this formula, charge and spin**: 150.5 kcal/mol
**Structure (SMILES)**: C[C@H]1COC(=O)O1.C[C@H]1COC(=O)O1.C[C@H]1COC(=O)O1.C[C@H]1COC(=O)O1.C[C@H]1COC(=O)O1.C[C@H]1COC(=O)O1.C[C@H]1COC(=O)O1.C[C@H]1COC(=O)O1.O=C1OCCO1.O=C1OCCO1
**2S+1**: 1
**LUMO**: -0.1 eV
**Gap between HOMO and LUMO**: 0.37700 hartree
**E_HOMO**: -10.4 eV
**F_max**: 0.1272 Eh/bohr

***

No. 2
DFT (ωB97M-V/def2-TZVPD) results for a structure of composition C38H57BN8O5PtSSeTe at a distorted geometry.

Cartesian coordinates (Å):
Pt: 0.6320 0.0349 0.2437
C: 6.0858 0.1191 0.7275
C: 4.8653 0.1515 -0.1292
C: 4.7759 0.1643 -1.5075
C: 3.4007 0.1718 -1.8038
N: 2.7244 0.1690 -0.6650
N: 3.6122 0.1575 0.3617
B: 3.1481 0.1007 1.8523
N: 2.2864 1.3600 2.0857
N: 1.7404 1.9398 0.9760
C: 1.5352 3.2292 1.2622
C: 1.8713 3.4539 2.6054
C: 2.3467 2.2530 3.0885
C: 2.8140 1.9040 4.4586
C: 1.2946 4.3130 0.2335
C: 0.7689 3.7656 -1.0874
C: 0.3363 5.3799 0.7731
C: 2.6711 4.9472 -0.0319
N: 2.4133 -1.2675 2.0137
N: 1.9670 -1.8564 0.8744
C: 1.8200 -3.1580 1.1199
C: 2.1371 -3.4028 2.4667
C: 2.5099 -2.1788 2.9970
C: 2.9214 -1.8409 4.3877
C: 1.5884 -4.1899 0.0392
C: 1.4265 -3.5142 -1.3232
C: 2.8346 -5.0885 0.0006
C: 0.3654 -5.0695 0.3269
C: 2.7732 0.2084 -3.1792
C: 3.3491 -0.9416 -4.0176
C: 1.2501 0.0667 -3.1248
C: 3.1417 1.5477 -3.8352
H: 6.9727 0.1383 0.0981
H: 6.1039 -0.7854 1.3372
H: 6.1171 0.9748 1.4027
H: 5.5967 0.1738 -2.2054
H: 4.0923 0.1191 2.5829
H: 1.8158 4.3845 3.1450
H: 2.9371 2.8066 5.0526
H: 3.7608 1.3634 4.4253
H: 2.0746 1.2661 4.9467
H: -0.2761 3.5006 -0.9826
H: 1.3352 2.8839 -1.3921
H: 0.8467 4.5250 -1.8682
H: -0.6098 4.9261 1.0627
H: 0.1478 6.1335 0.0049
H: 0.7594 5.8806 1.6460
H: 3.3664 4.2051 -0.4307
H: 3.0905 5.3473 0.8922
H: 2.5758 5.7633 -0.7520
H: 2.1218 -4.3508 2.9798
H: 3.0158 -2.7469 4.9819
H: 2.1708 -1.1952 4.8471
H: 3.8740 -1.3093 4.4022
H: 2.2904 -2.8826 -1.5347
H: 0.5348 -2.8887 -1.3345
H: 1.3363 -4.2699 -2.1063
H: 3.7309 -4.4956 -0.1906
H: 2.7330 -5.8290 -0.7956
H: 2.9703 -5.6169 0.9453
H: -0.5548 -4.4908 0.2856
H: 0.4325 -5.5331 1.3136
H: 0.3050 -5.8648 -0.4188
H: 3.0809 -1.9057 -3.5841
H: 4.4367 -0.8809 -4.0700
H: 2.9541 -0.8953 -5.0345
H: 0.9667 -0.7786 -2.4961
H: 0.8607 -0.1032 -4.1308
H: 0.7781 0.9677 -2.7281
H: 4.2221 1.6256 -3.9653
H: 2.8107 2.3812 -3.2132
H: 2.6669 1.6311 -4.8154
O: -2.5971 1.4848 3.6439
Se: -1.7867 1.1636 2.3300
O: -2.8058 0.4485 1.1318
O: -0.5755 0.1296 2.5421
O: -1.3063 2.4511 1.4714
Te: -1.9413 1.1455 -0.5861
C: -3.2816 2.8091 -0.4025
C: -3.2873 3.9928 -1.0780
C: -4.3569 4.8413 -0.6839
C: -5.1432 4.2755 0.2702
S: -4.5946 2.7121 0.7082
H: -2.5491 4.2599 -1.8219
H: -4.5245 5.8266 -1.0952
H: -6.0203 4.6916 0.7410
C: -7.3669 0.0456 -0.6658
C: -6.5874 -0.4428 -1.8838
N: -5.5276 -1.3780 -1.5158
C: -5.7537 -2.7939 -1.7833
C: -6.8333 -3.4260 -0.9079
C: -4.2956 -0.8856 -1.2563
O: -4.0552 0.3253 -1.4953
C: -3.2666 -1.6737 -0.6105
C: -3.5055 -2.5099 0.4771
C: -2.4811 -2.7759 1.3594
C: -1.2127 -2.2211 1.1397
N: -0.8978 -1.5610 0.0440
C: -1.9074 -1.2407 -0.8533
H: -8.0919 0.8009 -0.9707
H: -6.6831 0.4959 0.0544
H: -7.8989 -0.7708 -0.1766
H: -6.1320 0.4108 -2.3827
H: -7.2521 -0.9481 -2.5864
H: -4.8089 -3.3161 -1.6557
H: -6.0474 -2.8993 -2.8334
H: -6.6766 -3.1928 0.1454
H: -6.8083 -4.5096 -1.0278
H: -7.8259 -3.0751 -1.1907
H: -4.5073 -2.8673 0.6778
H: -2.6407 -3.3699 2.2477
H: -0.4382 -2.3507 1.8817
H: -1.5796 -1.2060 -1.8947

**2S+1**: 5
**LUMO (spin up / spin down)**: 0.1 / -1.8 eV
**Gap between HOMO and LUMO (spin up / spin down)**: 0.22760 / 0.24321 hartree
**E_HOMO (spin up / spin down)**: -6.1 / -8.4 eV
**F_max**: 0.0480 Eh/bohr
**<S²>**: 6.0299